83
Properties=species:S:1:pos:R:3:forces:R:3:lowdin_charge:R:1 method="wB97M-V/def2-TZVPD" charge=+1 e_above_lowest_ev=0.0000 e_lumo_ev=-3.54 homo_lumo_gap_ev=6.8 multiplicity=1 e_homo_ev=-10.34
Ti 0.193 0.449 -1.611 0.341 -0.071 0.289 1.007
C 1.915 -3.651 -1.656 -0.007 -0.009 0.005 0.020
C 1.054 -2.434 -1.532 0.012 -0.096 -0.035 -0.294
N 1.480 -1.262 -1.199 0.067 0.047 -0.016 -0.063
C 2.898 -1.005 -0.971 -0.032 0.009 0.042 -0.150
C 3.294 0.095 -1.934 0.002 0.035 -0.044 -0.146
N 2.332 1.198 -1.792 -0.089 0.057 0.061 -0.113
C 2.729 2.218 -0.805 0.005 0.005 -0.018 -0.154
C 1.509 3.055 -0.484 -0.050 -0.002 -0.026 -0.160
N 0.462 2.106 -0.056 -0.037 -0.104 0.033 -0.129
C -0.825 2.713 0.368 0.063 0.017 -0.056 -0.132
C -1.962 2.363 -0.584 -0.034 0.007 0.004 -0.154
N -1.768 0.984 -1.002 -0.016 -0.038 -0.082 -0.056
C -2.746 0.209 -1.330 -0.067 0.063 -0.066 -0.278
C -4.180 0.629 -1.378 0.026 -0.002 0.042 0.020
C -2.315 -1.148 -1.626 0.092 0.055 -0.066 -0.224
C -3.123 -2.236 -1.906 0.025 -0.063 0.019 0.038
C -2.530 -3.472 -2.124 -0.081 0.026 -0.009 -0.008
C -1.152 -3.597 -2.037 0.055 -0.054 0.027 0.044
C -0.383 -2.482 -1.744 -0.076 0.069 -0.060 -0.238
N -0.970 -1.280 -1.544 -0.071 -0.027 -0.156 -0.046
H 2.512 -3.803 -0.756 0.004 0.006 0.001 0.098
H 2.592 -3.544 -2.506 0.010 -0.004 0.011 0.111
H 1.324 -4.547 -1.813 0.001 0.008 -0.014 0.076
H 3.520 -1.887 -1.108 -0.003 -0.007 -0.010 0.119
H 3.019 -0.669 0.063 0.008 -0.016 0.019 0.111
H 3.226 -0.274 -2.956 0.009 0.001 -0.013 0.135
H 4.318 0.430 -1.751 0.008 0.003 -0.002 0.137
H 2.275 1.706 -2.690 0.004 -0.018 -0.017 0.065
H 3.534 2.842 -1.195 0.022 -0.011 0.012 0.142
H 3.094 1.720 0.099 0.002 0.007 0.006 0.120
H 1.169 3.586 -1.371 -0.005 0.004 0.003 0.117
H 1.725 3.780 0.304 0.006 0.007 0.000 0.137
H 0.845 1.634 0.756 -0.032 0.056 0.011 0.049
H -0.721 3.796 0.453 -0.006 0.001 0.015 0.135
H -1.059 2.324 1.358 -0.018 0.004 0.035 0.103
H -1.941 2.996 -1.471 -0.002 -0.001 -0.010 0.128
H -2.917 2.498 -0.074 -0.005 0.003 0.001 0.130
H -4.613 0.679 -0.376 0.017 0.012 0.006 0.103
H -4.774 -0.066 -1.966 0.007 0.015 0.002 0.083
H -4.262 1.615 -1.834 -0.028 0.005 0.001 0.100
H -4.195 -2.124 -1.962 0.003 -0.006 0.003 0.122
H -3.140 -4.333 -2.356 0.009 -0.001 0.000 0.122
H -0.685 -4.556 -2.200 -0.009 0.002 0.004 0.120
O -1.605 -0.247 -4.481 -0.023 -0.009 0.007 -0.107
P -0.033 -0.099 -4.803 0.140 -0.050 -0.010 0.259
O 0.395 -0.922 -5.927 0.005 0.006 0.009 -0.230
O 0.634 -0.286 -3.430 -0.255 0.109 -0.095 -0.349
O 0.115 1.484 -5.137 -0.039 -0.047 0.155 -0.213
P 0.397 2.595 -4.017 0.023 -0.125 -0.012 0.253
O -0.503 3.815 -4.471 -0.020 -0.008 0.008 -0.072
O 1.836 2.928 -3.922 -0.007 0.006 -0.006 -0.247
O -0.251 2.083 -2.721 0.036 0.017 -0.017 -0.357
H -2.067 -0.520 -5.284 -0.041 -0.005 0.001 0.095
H -0.018 4.428 -5.037 -0.008 0.036 -0.011 0.100
C 2.128 -0.209 5.234 -0.001 -0.008 -0.019 -0.105
C 2.791 -0.876 4.034 -0.010 0.005 -0.009 -0.258
C 1.802 -1.314 2.952 0.025 0.022 0.024 -0.303
C 1.130 -0.142 2.225 -0.041 -0.014 0.015 -0.343
Ge -0.277 -0.815 0.988 0.089 0.081 -0.015 1.048
C -2.076 -0.676 1.810 -0.013 0.052 -0.021 -0.304
C -2.185 0.178 3.078 0.016 -0.022 -0.007 -0.289
C -1.727 -0.558 4.333 -0.009 0.016 0.005 -0.273
C -1.721 0.333 5.567 -0.012 0.004 -0.008 -0.103
H 2.866 0.050 5.993 -0.002 0.002 -0.001 0.076
H 1.398 -0.878 5.695 -0.004 0.005 0.000 0.075
H 1.610 0.712 4.958 0.001 -0.005 0.004 0.061
H 3.345 -1.754 4.373 0.008 0.003 -0.003 0.110
H 3.529 -0.198 3.592 0.007 -0.005 0.005 0.108
H 1.046 -1.967 3.400 0.009 0.012 -0.008 0.097
H 2.322 -1.930 2.212 -0.011 -0.015 0.003 0.094
H 1.912 0.409 1.689 0.015 -0.004 0.022 0.039
H 0.681 0.559 2.934 0.002 -0.012 0.016 0.058
H 0.020 -2.323 0.848 -0.022 -0.033 -0.003 0.015
H -2.376 -1.703 2.037 -0.007 -0.004 -0.006 0.072
H -2.774 -0.325 1.048 -0.016 -0.012 0.044 0.036
H -3.223 0.494 3.222 -0.003 0.002 -0.008 0.115
H -1.606 1.105 2.983 0.003 0.012 -0.002 0.079
H -0.727 -0.970 4.175 0.027 -0.003 -0.012 0.074
H -2.386 -1.416 4.493 0.010 -0.002 0.002 0.118
H -1.034 1.174 5.442 -0.006 -0.005 -0.001 0.069
H -1.412 -0.217 6.456 -0.002 0.001 -0.004 0.075
H -2.714 0.743 5.758 0.005 0.002 0.005 0.077